# C13H23NO

The molecule C13H23NO in a non-equilibrium geometry (the ωB97M-V functional and the def2-TZVPD basis, the Open Molecules 2025 dataset).

Results
2S+1 ... 1
HOMO level ... -10.013 eV
SMILES string ... N#CC1(O)CCCCCCCCCCC1
LUMO energy ... 0.0242 hartree
Gap between HOMO and LUMO ... 0.3922 Eh

Structure (XYZ):
```
38
Properties=species:S:1:pos:R:3:mulliken_charge:R:1
O 0.845 -1.992 -3.216 -0.608
N -1.825 -3.761 -2.184 -0.542
C -1.928 1.689 0.479 -0.934
C -1.037 2.364 1.500 -0.793
C 1.985 -1.167 -0.407 -0.433
C -1.714 0.188 -1.479 -0.042
C -1.133 -2.788 -2.399 -0.162
C 1.489 0.749 1.306 -0.021
C -0.921 0.937 -0.566 0.151
C 0.582 -1.896 -0.604 -1.146
C 2.282 -0.522 1.019 -0.961
C 0.340 0.265 2.339 0.012
C -0.620 1.343 2.718 -1.209
C -0.106 -1.801 -2.082 1.432
C -0.681 -0.326 -2.364 -1.546
H -2.321 -0.634 -0.872 0.322
H -0.020 0.353 -0.067 -1.378
H 2.156 -1.265 1.877 0.279
H -2.494 0.959 1.140 0.350
H -0.126 2.934 1.125 0.481
H -1.379 3.285 2.047 0.382
H -1.009 -0.358 -3.389 0.557
H -0.135 1.979 3.560 0.339
H 0.285 0.284 -2.236 0.350
H -0.280 1.791 -1.007 0.451
H 1.394 -1.290 -3.596 0.363
H -2.797 2.215 0.180 0.571
H -0.057 -1.854 0.247 0.403
H 0.813 1.440 0.483 0.445
H 2.037 -0.251 -1.037 0.246
H -0.203 -0.621 1.763 -0.054
H 3.373 -0.316 1.001 0.438
H 0.841 -3.067 -0.709 0.473
H -1.486 0.967 3.104 0.572
H -2.244 0.934 -2.154 0.296
H 2.320 1.391 1.882 0.273
H 2.837 -2.019 -0.734 0.282
H 0.933 -0.139 3.330 0.361
```